(1)
# C22H25AsMnN3O4S

A structure of composition C22H25AsMnN3O4S (ωB97M-V/def2-TZVPD, the OMol25 dataset).

Computed properties:
HOMO (spin up / spin down): -9.9 / -9.9 eV
HOMO-LUMO gap (spin up / spin down): 5.919 / 5.896 eV
Charge: +1
Energy relative to the best compared isomer or geometry (same formula, charge and spin): 0.0 kcal/mol
LUMO (spin up / spin down): -4.000 / -4.019 eV
F_max: 0.272 eV Å⁻¹
Multiplicity: 2

Cartesian coordinates (Å):
1 Mn 0.18170 -0.10306 -0.01613
2 O 2.02370 2.79898 2.40129
3 C 1.48185 1.77164 1.77786
4 O 1.25342 1.74517 0.58146
5 C 1.18017 0.60499 2.64802
6 C 1.41582 0.51977 4.00855
7 C 1.06450 -0.65831 4.65461
8 C 0.50435 -1.69952 3.92681
9 C 0.31155 -1.52730 2.56458
10 N 0.63769 -0.39227 1.95749
11 C -0.27968 -2.49224 1.57960
12 O -0.60658 -3.71779 1.94644
13 O -0.44922 -2.12609 0.43884
14 H 2.20435 3.50708 1.76161
15 H 1.85752 1.34833 4.54281
16 H 1.22412 -0.76362 5.71843
17 H 0.22323 -2.61428 4.43194
18 H -0.38792 -3.90318 2.86806
19 C 1.65914 -2.08292 -2.49079
20 N 0.33267 -2.69367 -2.46250
21 C -0.66858 -1.95850 -2.72199
22 C -0.63709 -0.49699 -2.90490
23 C -0.95981 0.25103 -4.02302
24 C -0.57488 1.57927 -3.74183
25 C -0.05296 1.57093 -2.46107
26 N -0.07474 0.30611 -1.94486
27 C 2.24873 -1.87715 -1.11730
28 C 2.41151 -2.96600 -0.25273
29 C 3.08113 -2.81932 0.94687
30 C 3.61494 -1.58072 1.31156
31 C 3.44758 -0.49710 0.47430
32 C 2.74870 -0.63382 -0.73182
33 H 1.67645 -1.13904 -3.04226
34 H 2.31057 -2.78779 -3.01426
35 H -1.62794 -2.46906 -2.81278
36 H -1.36817 -0.12999 -4.94576
37 H -0.63209 2.42722 -4.40610
38 H 0.36986 2.38778 -1.89422
39 H 2.01945 -3.93056 -0.55060
40 H 3.22975 -3.68078 1.58687
41 H 4.17713 -1.47812 2.23140
42 H 3.88707 0.46044 0.72903
43 H 2.68104 0.20117 -1.42035
44 C -2.12278 3.57435 -0.74924
45 As -3.02566 1.91867 -0.35455
46 C -3.69380 1.16390 -1.98673
47 C -4.55454 2.40356 0.70533
48 S -1.92840 0.53118 0.83209
49 H -1.67902 3.50657 -1.73825
50 H -1.34818 3.73722 -0.00389
51 H -2.85104 4.38319 -0.71019
52 H -4.66552 1.60134 -2.21048
53 H -3.78397 0.08895 -1.84721
54 H -2.97720 1.35879 -2.78281
55 H -5.19548 3.07063 0.13063
56 H -4.21404 2.90039 1.61145
57 H -5.10042 1.50056 0.97066



(2)
# C22H25BBr48ClO2

A structure of composition C22H25BBr48ClO2 in a non-equilibrium geometry (ωB97M-V/def2-TZVPD, the OMol25 dataset).

Computed properties:
HOMO: -6.4 eV
HOMO-LUMO gap: 7.149 eV
Charge: -1
LUMO: 0.708 eV
F_max: 5.235 eV Å⁻¹

Cartesian coordinates (Å):
1 C 5.18507 2.18767 3.06930
2 C 4.43949 3.01784 1.89154
3 C 2.98900 2.40834 1.59072
4 Br 2.71880 2.62938 -0.40901
5 B 1.75897 3.04003 2.48032
6 Br 2.40674 4.07223 4.13244
7 C 0.90350 1.75186 3.09186
8 C -0.19050 1.15410 2.10571
9 O 0.05597 0.03119 1.58498
10 Cl -1.78940 1.92951 1.70027
11 C 0.84659 4.11011 1.63107
12 C -0.09414 5.03190 2.56692
13 O -0.97291 4.60340 3.32265
14 Br 0.14941 7.03359 2.45958
15 H 4.84491 1.08755 3.02076
16 H 6.31782 2.23717 2.87345
17 H 4.98426 2.63239 4.09877
18 H 4.46448 4.14212 2.04882
19 H 5.07354 2.81358 0.94802
20 H 3.08807 1.26823 1.73194
21 H 1.64412 0.90548 3.34933
22 H 0.43618 2.05929 4.09061
23 H 1.59054 4.85283 1.15278
24 H 0.24656 3.66065 0.77563
25 C 7.97149 4.52019 -0.68767
26 Br 8.33671 2.64902 -0.33008
27 Br 7.23512 4.78127 -2.46249
28 Br 6.85243 5.31376 0.67962
29 H 8.92564 5.04235 -0.65971
30 C 1.77123 5.99363 -3.12155
31 Br 3.52615 5.18802 -2.94466
32 Br 0.92400 6.26213 -1.39898
33 Br 1.83483 7.63289 -4.15821
34 H 1.15210 5.29031 -3.67493
35 C 8.76404 1.75090 -4.43164
36 Br 6.88035 1.40439 -4.72795
37 Br 9.65609 0.23390 -3.61669
38 Br 9.65597 2.32463 -6.05582
39 H 8.82826 2.57617 -3.72417
40 C 1.75973 -2.95526 1.21670
41 Br 2.10489 -2.90942 3.12539
42 Br 2.86284 -1.68470 0.25806
43 Br 1.92816 -4.74908 0.49393
44 H 0.72441 -2.64890 1.07310
45 C -2.04696 -6.27332 1.92627
46 Br -3.81632 -5.48554 1.82278
47 Br -1.42373 -6.87427 0.19050
48 Br -0.77650 -5.08179 2.77670
49 H -2.12811 -7.15560 2.55786
50 C 4.62158 11.06293 -5.04408
51 Br 2.73631 10.72782 -5.34544
52 Br 5.50311 9.53874 -4.23270
53 Br 5.51859 11.63773 -6.66530
54 H 4.68905 11.88518 -4.33438
55 C 5.33628 -2.69029 5.67002
56 Br 5.88706 -4.41272 4.96813
57 Br 5.66470 -1.25752 4.40615
58 Br 3.49173 -2.71266 6.26913
59 H 5.95289 -2.49074 6.54413
60 C -7.85421 -5.32362 0.47572
61 Br -8.08538 -6.54304 1.96508
62 Br -6.65372 -6.04589 -0.86548
63 Br -9.55478 -4.78879 -0.28739
64 H -7.38551 -4.42402 0.87027
65 C 9.76670 -3.36222 2.82996
66 Br 9.53529 -4.58110 4.32111
67 Br 10.97043 -4.08295 1.49010
68 Br 8.06783 -2.83178 2.06189
69 H 10.23279 -2.46179 3.22493
70 C -12.23612 -1.86240 -2.51442
71 Br -11.49527 -3.40416 -3.42737
72 Br -12.92018 -2.32598 -0.75964
73 Br -10.96891 -0.39753 -2.43078
74 H -13.08236 -1.51812 -3.10545
75 C -7.85795 -6.73967 -4.46281
76 Br -7.31223 -8.45997 -5.17100
77 Br -7.54033 -5.30502 -5.72803
78 Br -9.69674 -6.76467 -3.84910
79 H -7.23529 -6.54073 -3.59302
80 C -9.24168 -11.17607 -8.20575
81 Br -7.59710 -10.64673 -9.08660
82 Br -8.93540 -12.55371 -6.87550
83 Br -10.18109 -9.65299 -7.46083
84 H -9.88712 -11.60722 -8.96821
85 C -11.49173 -8.93763 3.45500
86 Br -10.10200 -10.22417 3.03809
87 Br -11.93123 -7.83226 1.92443
88 Br -13.06424 -9.79149 4.20306
89 H -11.09351 -8.27607 4.22178
90 C 0.68282 14.86957 -5.61873
91 Br 2.47303 14.52689 -6.27958
92 Br -0.64782 13.83306 -6.57560
93 Br 0.56058 14.60521 -3.70178
94 H 0.46769 15.91880 -5.81019
95 C -0.07165 -2.05378 7.90407
96 Br 0.47715 -3.77986 7.20858
97 Br 0.26125 -0.62810 6.63326
98 Br -1.91708 -2.07219 8.50103
99 H 0.54399 -1.85242 8.77850



(3)
# C22H25BeN3O3

A structure of composition C22H25BeN3O3 in a non-equilibrium geometry (ωB97M-V/def2-TZVPD, the OMol25 dataset).

Computed properties:
HOMO: -13.2 eV
HOMO-LUMO gap: 6.552 eV
Charge: +2
LUMO: -6.603 eV
F_max: 3.708 eV Å⁻¹

Cartesian coordinates (Å):
1 C -0.10745 -1.79938 -3.62121
2 C -0.77115 -1.00899 -4.68485
3 H -0.22661 -2.86898 -3.73749
4 H 0.98952 -1.71120 -3.67391
5 C -0.89396 0.31517 -4.48866
6 C -0.63823 0.92834 -3.01160
7 H -1.63793 1.13493 -2.62557
8 H -0.15330 1.88585 -3.22633
9 C -1.17863 -1.76122 -5.93228
10 H -0.99657 -2.84198 -5.79359
11 H -0.62101 -1.42924 -6.82677
12 H -2.25661 -1.61697 -6.13702
13 C -1.32414 1.08899 -5.70577
14 H -2.34301 0.85130 -6.08055
15 H -0.64949 0.84273 -6.55442
16 H -1.26537 2.17020 -5.60616
17 Be 0.26340 0.02594 2.11564
18 O 0.03730 -0.41825 0.46071
19 C 0.51777 0.22963 -0.51748
20 O 1.33720 1.20571 2.07626
21 C 1.95309 1.51561 1.01112
22 O 2.91350 2.38071 0.99870
23 N 1.67594 0.98989 -0.23625
24 C 3.48589 2.39781 -0.37718
25 C 2.62620 1.50374 -1.21529
26 H 4.52113 2.03356 -0.30681
27 H 3.47768 3.43532 -0.73639
28 H 3.21151 0.69150 -1.66576
29 H 2.07609 2.05880 -1.98952
30 C 0.11581 0.04993 -2.09485
31 C -0.57253 -1.30449 -2.32034
32 H 1.13852 0.13832 -2.49727
33 H -0.39004 -2.08807 -1.54332
34 H -1.64069 -1.08115 -2.37140
35 C -3.13247 1.78469 3.51000
36 C -3.23903 1.17734 4.76479
37 C -2.26261 0.25037 5.13574
38 C -1.23675 -0.03617 4.22569
39 N -1.14929 0.52755 2.98406
40 C -2.07628 1.45578 2.65779
41 C -0.11736 -0.92245 4.50550
42 C 0.08777 -1.57356 5.72864
43 C 1.25516 -2.31736 5.90338
44 C 2.17384 -2.35595 4.84764
45 C 1.90723 -1.67051 3.65886
46 N 0.75179 -0.99992 3.44992
47 H -3.86965 2.51630 3.18044
48 H -4.05351 1.41743 5.44943
49 H -2.25663 -0.24976 6.10225
50 H -1.95734 1.92670 1.68088
51 H -0.66400 -1.46350 6.50986
52 H 1.44182 -2.83592 6.84494
53 H 3.10155 -2.91645 4.94045
54 H 2.62195 -1.65866 2.83536



(4)
# C22H25BrN4O3W

A structure of composition C22H25BrN4O3W (ωB97M-V/def2-TZVPD, the OMol25 dataset).

Computed properties:
HOMO: -13.4 eV
HOMO-LUMO gap: 5.801 eV
Charge: +2
Energy relative to the best compared isomer or geometry (same formula, charge and spin): 0.0 kcal/mol
LUMO: -7.613 eV
F_max: 0.533 eV Å⁻¹

Cartesian coordinates (Å):
1 W -0.39612 -0.31332 -0.35343
2 O 2.91517 -1.22778 -3.01258
3 C 3.37772 -2.31132 -2.32954
4 C 4.15333 -3.22896 -3.02275
5 C 4.68226 -4.32317 -2.36151
6 C 4.44816 -4.52222 -1.00338
7 C 3.64721 -3.62717 -0.32388
8 C 3.09202 -2.52378 -0.97657
9 C 2.15488 -1.64481 -0.23699
10 O 0.78382 -1.70840 -0.76520
11 N 2.47938 -0.22434 -0.35831
12 N 1.39602 0.51610 0.21657
13 C 0.81596 1.38312 -0.68626
14 C -0.08415 2.50237 -0.32340
15 Br -1.77894 1.83876 -1.16373
16 C -0.00064 3.56513 0.45246
17 C -0.99762 4.57474 0.80518
18 C -1.99180 4.98625 -0.08450
19 C -2.91520 5.94122 0.30442
20 C -2.85574 6.48699 1.58067
21 C -1.85627 6.09822 2.46204
22 C -0.92019 5.15590 2.07162
23 H 2.74861 -0.52180 -2.37275
24 H 4.35213 -3.04870 -4.07054
25 H 5.29984 -5.02359 -2.90787
26 H 4.87949 -5.36856 -0.48848
27 H 3.43470 -3.78500 0.72789
28 H 2.06689 -1.97800 0.80199
29 H 3.33116 -0.02128 0.15959
30 H 1.22374 1.39244 -1.70426
31 H 0.98409 3.66687 0.90979
32 H -2.01014 4.61738 -1.10257
33 H -3.67012 6.27522 -0.39420
34 H -3.57747 7.23488 1.88019
35 H -1.79619 6.54122 3.44661
36 H -0.12693 4.86691 2.75054
37 C -2.64256 -1.36551 2.85345
38 C -1.18027 -1.17465 2.55525
39 C -0.39603 -0.41544 3.59173
40 O -1.08319 -0.38502 1.26531
41 H -2.73484 -2.06730 3.68280
42 H -3.17731 -1.77998 1.99947
43 H -3.10379 -0.42275 3.14593
44 H -0.69758 -2.11917 2.30276
45 H -0.89073 0.52534 3.83219
46 H 0.62062 -0.21549 3.25607
47 H -0.34586 -1.01964 4.49792
48 N -2.53337 -3.36468 -2.37942
49 C -3.04987 -2.33893 -3.14072
50 C -2.49981 -1.20389 -2.65719
51 N -1.64547 -1.53538 -1.60822
52 C -1.69111 -2.86271 -1.48617
53 H -2.74264 -4.34627 -2.49357
54 H -3.74425 -2.50329 -3.94549
55 H -2.64212 -0.19570 -3.00126
56 H -1.10886 -3.45103 -0.79773



(5)
# C22H25Cl2N4O2RuS2

A structure of composition C22H25Cl2N4O2RuS2 (ωB97M-V/def2-TZVPD, the OMol25 dataset).

Computed properties:
HOMO (spin up / spin down): -13.2 / -13.5 eV
HOMO-LUMO gap (spin up / spin down): 8.045 / 5.559 eV
Charge: +2
Energy relative to the best compared isomer or geometry (same formula, charge and spin): 9.9 kcal/mol
LUMO (spin up / spin down): -5.153 / -7.899 eV
F_max: 0.621 eV Å⁻¹
Multiplicity: 6

Cartesian coordinates (Å):
1 Ru 0.45461 -1.04823 -0.91721
2 C -4.18169 3.57498 3.07156
3 C -2.91987 2.87564 2.66617
4 C -1.70887 3.56197 2.58851
5 C -0.53905 2.90945 2.23788
6 C -0.58684 1.55362 1.94597
7 C -1.77557 0.84030 2.03454
8 C -2.93220 1.50648 2.39210
9 S 0.87491 0.74835 1.42337
10 O 0.66805 -0.71346 1.51587
11 O 2.00819 1.28770 2.11481
12 N 1.02416 0.85865 -0.16313
13 C 0.93017 1.73456 -1.21786
14 C 0.86984 3.12208 -1.19779
15 C 0.75209 3.77058 -2.41638
16 C 0.69902 3.03565 -3.59358
17 C 0.76860 1.65589 -3.51681
18 N 0.89041 1.01312 -2.35625
19 H -4.05510 4.65541 3.07518
20 H -4.47961 3.26670 4.07524
21 H -5.00023 3.32384 2.39689
22 H -1.67908 4.61860 2.81996
23 H 0.40411 3.44012 2.21508
24 H -1.77733 -0.22817 1.86348
25 H -3.86121 0.95638 2.47780
26 H 0.91228 3.66295 -0.26385
27 H 0.70088 4.85066 -2.44817
28 H 0.60631 3.52181 -4.55320
29 H 0.72726 1.04034 -4.40657
30 Cl -1.06027 -3.17207 -1.21667
31 C -2.74181 -2.67652 -1.14820
32 C -3.67312 -3.68019 -1.13409
33 C -5.02646 -3.33276 -1.09717
34 C -5.41913 -2.00720 -1.07646
35 C -4.46533 -1.00381 -1.09385
36 Cl -4.98281 0.62567 -1.05606
37 C -3.07462 -1.30114 -1.12986
38 S -1.92881 -0.04872 -1.13465
39 H -3.37012 -4.71694 -1.15349
40 H -5.77334 -4.11434 -1.08460
41 H -6.46574 -1.74022 -1.04772
42 N 5.14388 -2.61796 0.71075
43 C 4.44490 -3.59411 -0.19174
44 C 2.98892 -3.17394 -0.36048
45 N 2.82588 -1.79576 -0.83742
46 C 3.57192 -0.85717 0.01595
47 C 5.03896 -1.21818 0.16817
48 H 6.12432 -2.88221 0.82433
49 H 4.72274 -2.64839 1.64364
50 H 4.52564 -4.58679 0.24792
51 H 4.98422 -3.58131 -1.13899
52 H 2.46466 -3.25727 0.59664
53 H 2.51188 -3.86637 -1.05361
54 H 3.14416 -1.70906 -1.79949
55 H 3.09003 -0.83004 0.99501
56 H 3.49402 0.14703 -0.39296
57 H 5.53719 -0.54470 0.86337
58 H 5.57401 -1.21147 -0.78189



(6)
# C22H25Cl5IN6OReS

A structure of composition C22H25Cl5IN6OReS in a non-equilibrium geometry (ωB97M-V/def2-TZVPD, the OMol25 dataset).

Computed properties:
HOMO (spin up / spin down): -16.5 / -16.5 eV
HOMO-LUMO gap (spin up / spin down): 4.725 / 5.436 eV
Charge: +3
Energy relative to the best compared isomer or geometry (same formula, charge and spin): 24.7 kcal/mol
LUMO (spin up / spin down): -11.808 / -11.099 eV
F_max: 1.497 eV Å⁻¹
Multiplicity: 2

Cartesian coordinates (Å):
1 Re 0.24170 -0.01221 -0.04828
2 Cl -0.93974 0.72760 3.57173
3 C -1.15657 1.83116 2.28696
4 C -0.62850 1.53625 1.01586
5 C -0.68409 2.56745 0.06172
6 Cl 0.25066 2.08470 -1.35962
7 C -1.31946 3.75983 0.19665
8 Cl -1.37260 4.89218 -1.06704
9 C -1.92416 3.98668 1.45888
10 Cl -2.74419 5.42583 1.71130
11 C -1.81072 3.04030 2.50520
12 Cl -2.46667 3.39852 4.02843
13 I -3.59128 -3.64192 3.04992
14 C -1.87866 -2.97682 2.12740
15 C -0.71543 -3.68748 1.86690
16 N 0.13706 -2.86695 1.24666
17 N -0.39397 -1.63335 1.08385
18 C -1.63797 -1.71317 1.62094
19 H -0.45980 -4.71303 2.09042
20 H 1.05920 -3.09197 0.91040
21 H -2.28806 -0.85103 1.65503
22 N 5.93876 0.75560 4.73881
23 C 5.12749 0.66331 3.92988
24 C 4.09606 0.54577 2.93966
25 C 3.31861 1.64419 2.58700
26 C 2.29118 1.47545 1.68853
27 N 2.00031 0.28194 1.11952
28 C 2.80186 -0.76232 1.42541
29 C 3.84101 -0.67398 2.31729
30 H 3.50718 2.61986 3.01462
31 H 1.66838 2.31434 1.41979
32 H 2.60554 -1.68725 0.90972
33 H 4.45054 -1.54170 2.52940
34 C 3.73019 1.92583 -4.21724
35 C 4.23338 1.28472 -2.93399
36 N 3.19600 0.45024 -2.27596
37 C 2.84202 -0.81165 -2.46299
38 S 1.41908 -1.46547 -1.61502
39 N 3.43430 -1.70897 -3.22260
40 C 4.62312 -1.63124 -4.11331
41 C 5.91857 -1.93570 -3.37777
42 H 4.53060 2.51334 -4.66695
43 H 2.89417 2.59965 -4.02162
44 H 3.40671 1.17908 -4.94435
45 H 4.50172 2.04946 -2.20745
46 H 5.11986 0.68723 -3.10185
47 H 2.55852 0.96862 -1.69347
48 H 3.03000 -2.63271 -3.15539
49 H 4.64697 -0.66226 -4.59529
50 H 4.44902 -2.36871 -4.89251
51 H 6.09646 -1.23525 -2.55973
52 H 6.75179 -1.86522 -4.07699
53 H 5.91027 -2.94680 -2.96962
54 C -2.35330 -1.38132 -3.19884
55 C -2.03263 -0.08993 -2.49559
56 O -1.57270 -0.36192 -1.10564
57 H -2.78481 -1.15492 -4.17491
58 H -3.09671 -1.96049 -2.64402
59 H -1.46215 -1.99153 -3.34615
60 H -2.90031 0.56061 -2.42474
61 H -1.22598 0.44869 -2.98035
62 H -2.15297 -1.03527 -0.72040